Entry 1:
The following is a DFT calculation (ωB97M-V/def2-TZVPD) of an isolated molecule of C15H15N3O5S.

Positions of all 39 atoms, in Å:
C 2.90 -2.58 2.05
H 2.50 -3.58 1.91
H 3.44 -2.27 1.16
H 3.58 -2.58 2.91
O 1.88 -1.66 2.39
C 0.75 -1.57 1.65
C -0.32 -0.95 2.29
C -1.53 -0.73 1.67
C -1.71 -1.16 0.36
C -0.66 -1.80 -0.29
C 0.57 -1.99 0.32
O 1.63 -2.57 -0.34
C 1.42 -3.10 -1.62
H 1.14 -2.34 -2.35
H 0.65 -3.88 -1.61
H 2.38 -3.54 -1.91
H -0.84 -2.11 -1.31
N -2.89 -0.93 -0.35
S -2.76 -0.03 -1.77
O -4.08 0.43 -2.07
O -2.05 -0.80 -2.75
C -1.72 1.32 -1.22
C -2.32 2.36 -0.52
C -1.54 3.35 0.06
C -0.17 3.25 -0.08
N 0.86 4.04 0.38
C 2.08 3.52 -0.01
O 3.17 3.97 0.23
N 1.78 2.38 -0.73
C 0.42 2.19 -0.79
C -0.35 1.21 -1.38
H 0.06 0.39 -1.94
H 2.48 1.78 -1.13
H 0.77 4.88 0.93
H -2.00 4.17 0.60
H -3.39 2.38 -0.46
H -3.65 -0.58 0.21
H -2.33 -0.24 2.19
H -0.16 -0.63 3.31

The calculation puts the calculated total energy at -41341.43121 eV. The calculation puts the LUMO energy at 0.474 eV. Its highest occupied orbital energy is -8.13 eV. Its SMILES is COc1ccc(NS(=O)(=O)c2ccc3[nH]c(=O)[nH]c3c2)cc1OC.

natural (NBO) population analysis, charges in e, atoms 1 to 8: -0.2402, 0.1768, 0.1848, 0.1893, -0.4987, 0.2340, -0.2253, -0.2468

---

Entry 2:
The following is a DFT calculation (ωB97M-V/def2-TZVPD) of a cluster of 4 separate species, C25H55FNO2 in total at a distorted geometry.

Positions of all 84 atoms, in Å:
C -4.66 -1.90 -3.57
C -4.01 -1.83 -2.05
C -2.90 -3.04 -1.77
C -1.72 -3.09 -2.91
C -1.50 -4.55 -3.63
C -2.87 -5.37 -3.97
N -2.97 -5.64 -5.49
F -3.93 -4.73 -5.90
C -2.81 -6.86 -3.21
O -2.05 -7.82 -3.77
O -3.60 -7.03 -1.97
H -5.61 -1.19 -3.61
H -3.83 -1.48 -4.31
H -5.00 -2.98 -3.89
H -3.41 -0.80 -1.94
H -4.84 -1.88 -1.19
H -3.44 -4.07 -1.58
H -2.39 -2.74 -0.73
H -0.70 -2.85 -2.34
H -1.87 -2.20 -3.67
H -0.97 -4.33 -4.67
H -0.76 -5.27 -3.05
H -3.87 -4.84 -3.67
H -3.48 -6.56 -5.56
C 1.68 -0.37 1.86
C 0.79 0.86 1.95
C -0.70 0.53 1.97
C -1.24 -0.16 0.71
C -1.01 0.60 -0.60
C -1.71 1.95 -0.65
H 1.51 -0.92 0.92
H 2.73 -0.09 1.89
H 1.49 -1.06 2.69
H 1.03 1.55 1.13
H 1.04 1.39 2.88
H -1.26 1.46 2.14
H -0.92 -0.11 2.83
H -2.31 -0.33 0.84
H -0.78 -1.15 0.62
H -1.39 -0.01 -1.43
H 0.06 0.74 -0.79
H -2.79 1.84 -0.50
H -1.55 2.43 -1.62
H -1.33 2.63 0.12
C -1.13 8.49 -3.53
C -0.36 8.24 -2.25
C 0.18 6.81 -2.13
C -0.88 5.71 -2.09
C -1.91 5.83 -0.97
C -1.30 5.75 0.42
H -2.03 7.86 -3.59
H -1.46 9.54 -3.58
H -0.51 8.29 -4.41
H -0.98 8.49 -1.38
H 0.49 8.94 -2.22
H 0.81 6.75 -1.24
H 0.85 6.62 -2.98
H -0.37 4.74 -2.01
H -1.41 5.68 -3.05
H -2.64 5.02 -1.08
H -2.48 6.77 -1.06
H -0.76 4.80 0.55
H -2.08 5.80 1.18
H -0.60 6.57 0.61
C 4.09 -3.40 2.60
C 3.58 -3.03 3.98
C 4.29 -1.81 4.58
C 5.79 -1.98 4.82
C 6.19 -3.14 5.73
C 5.64 -3.02 7.14
H 5.14 -3.69 2.62
H 3.52 -4.25 2.21
H 3.97 -2.56 1.90
H 3.66 -3.89 4.65
H 2.51 -2.80 3.91
H 3.79 -1.55 5.53
H 4.14 -0.95 3.92
H 6.17 -1.04 5.25
H 6.30 -2.09 3.86
H 7.28 -3.18 5.78
H 5.86 -4.09 5.29
H 5.98 -2.09 7.61
H 5.99 -3.86 7.75
H 4.55 -3.03 7.16

The calculation puts the calculated total energy at -35116.15204 eV. The calculation puts the LUMO energy at 2.150 eV. As for the total charge: -1. Its highest occupied orbital energy is -4.46 eV.

Löwdin population analysis, charges in e, atoms 1 to 8: -0.1490, -0.2557, -0.2099, -0.2121, -0.1491, -0.2254, -0.0272, -0.1515

---

Entry 3:
The following is a DFT calculation (ωB97M-V/def2-TZVPD) of an isolated molecule of C2H2O4 at a distorted geometry.

Positions of all 8 atoms, in Å:
C -0.47 0.45 0.39
C 0.32 -0.46 -0.38
O 0.64 0.49 1.31
O 1.25 -0.54 0.65
O -1.41 1.37 0.38
O 0.48 -1.03 -1.52
H -2.28 0.99 0.60
H 1.46 -1.28 -1.43

The calculation puts the calculated total energy at -10290.49971 eV. The calculation puts the LUMO energy at 0.506 eV. Its highest occupied orbital energy is -7.98 eV. Its SMILES is Oc1ooc1O.

List of natural (NBO) charges in e, atom by atom: 0.3112, 0.4324, -0.2209, -0.2372, -0.6558, -0.6319, 0.4967, 0.5055

---

Entry 4:
The following is a DFT calculation (ωB97M-V/def2-TZVPD) of a structure of composition C6H16N2 at a distorted geometry.

Positions of all 24 atoms, in Å:
C 0.22 -0.18 1.22
C -0.10 -0.14 -0.97
C -1.85 1.31 0.13
C -2.15 -1.14 0.08
C 2.15 -1.11 -0.28
C 1.78 1.25 -0.06
N -1.21 0.00 0.02
N 1.13 -0.04 -0.01
H 0.37 0.73 1.79
H 0.32 -1.06 1.90
H -0.20 -0.93 -1.63
H -0.15 0.84 -1.61
H -2.54 1.37 -0.66
H -2.32 1.30 1.04
H -1.14 2.02 0.02
H -2.44 -1.39 1.12
H -3.06 -1.04 -0.56
H -1.75 -2.08 -0.28
H 2.79 -0.94 -1.05
H 2.85 -1.17 0.65
H 1.71 -2.11 -0.47
H 2.44 1.20 0.73
H 2.10 1.29 -1.06
H 0.97 1.99 0.04

The calculation puts the calculated total energy at -9440.63223 eV. The calculation puts the LUMO energy at -9.240 eV. As for the total charge: +2. Its highest occupied orbital energy is -20.98 eV.

natural (NBO) population analysis, charges in e, atoms 1 to 8: 0.0448, -0.0316, -0.3880, -0.4687, -0.4356, -0.3811, -0.1941, -0.2321

---

Entry 5:
The following is a DFT calculation (ωB97M-V/def2-TZVPD) of a structure of composition C8H7CoN2O5 at a distorted geometry.

Positions of all 23 atoms, in Å:
O -3.88 -0.01 -2.39
C -2.91 0.26 -1.83
Co 1.26 0.16 0.44
C 1.07 -0.82 1.89
O 0.87 -1.48 2.82
C 2.90 0.80 0.35
O 3.98 1.21 0.29
C 0.12 1.51 0.52
O -0.73 2.30 0.56
C 0.92 -0.82 -1.00
O 0.56 -1.46 -1.89
H -1.83 0.21 -1.17
C -3.60 -3.40 0.95
N -2.95 -2.33 1.71
C -3.40 -2.05 3.07
C -2.08 -1.55 1.13
N -1.35 -0.85 0.54
H -4.33 -3.88 1.62
H -2.85 -4.13 0.61
H -4.11 -2.99 0.06
H -2.56 -2.14 3.77
H -3.80 -1.03 3.15
H -4.18 -2.77 3.32

The calculation puts the calculated total energy at -59241.43652 eV. The calculation puts the LUMO energy (alpha / beta) at -3.777 / -6.810 eV. As for the total charge: +1. Its highest occupied orbital energy (alpha / beta) is -8.97 / -13.14 eV. As for the spin multiplicity: 4.

natural (NBO) population analysis, charges in e, atoms 1 to 8: -0.4491, 0.2838, 0.4616, 0.5045, -0.3892, 0.4928, -0.3610, 0.4838

---

Entry 6:
The following is a DFT calculation (ωB97M-V/def2-TZVPD) of a structure of composition C3H3InO3 at a distorted geometry.

Positions of all 10 atoms, in Å:
O 1.39 -2.66 -0.05
C 1.94 -1.67 -0.31
O 1.94 -0.49 -0.36
In 0.96 1.14 0.03
C -0.82 0.61 0.98
C -2.11 0.74 0.48
H -0.76 0.74 2.07
H -2.84 1.39 0.98
O -2.55 0.25 -0.63
H -1.85 -0.01 -1.25

The calculation puts the calculated total energy at -14433.33993 eV. The calculation puts the LUMO energy (alpha / beta) at -18.751 / -18.571 eV. As for the total charge: +3. Its highest occupied orbital energy (alpha / beta) is -26.36 / -27.31 eV. As for the spin multiplicity: 2.

natural (NBO) population analysis, charges in e, atoms 1 to 8: -0.2109, 1.1496, -0.8022, 2.1985, -0.5213, 0.3871, 0.3301, 0.3187

---

Entry 7:
The following is a DFT calculation (ωB97M-V/def2-TZVPD) of the ion C3H6NO3 with charge +1 at a distorted geometry.

Positions of all 13 atoms, in Å:
C 1.77 -0.97 -0.15
C 2.03 0.52 0.03
C -2.58 0.63 0.01
N -0.51 -0.34 -0.35
O 0.39 -1.08 0.20
O 1.19 1.35 -0.13
O -1.60 -0.28 0.40
H 2.15 -1.38 -1.00
H 2.32 -1.48 0.80
H 3.11 0.70 0.30
H -3.45 -0.05 0.05
H -2.38 0.99 -1.04
H -2.44 1.39 0.87

The calculation puts the calculated total energy at -10825.11896 eV. The calculation puts the LUMO energy (alpha / beta) at -4.523 / -9.069 eV. As for the total charge: +1. Its highest occupied orbital energy (alpha / beta) is -13.79 / -15.71 eV. As for the spin multiplicity: 3.

natural (NBO) population analysis, charges in e, atoms 1 to 8: -0.1495, 0.4262, -0.2882, 0.3757, -0.2519, -0.3213, -0.2321, 0.2467

---

Entry 8:
The following is a DFT calculation (ωB97M-V/def2-TZVPD) of a structure of composition C20H20N3O6S2W at a distorted geometry.

Positions of all 52 atoms, in Å:
W 0.40 0.14 -0.06
O -1.28 3.49 -1.75
C -0.87 2.70 -0.96
O -0.24 1.54 -1.29
C -0.92 2.83 0.52
C -1.43 3.90 1.23
C -1.37 3.84 2.62
C -0.80 2.73 3.25
C -0.32 1.72 2.44
N -0.39 1.78 1.13
C 0.33 0.45 2.89
O 0.49 0.11 4.01
O 0.78 -0.24 1.80
H -1.85 4.74 0.70
H -1.75 4.66 3.22
H -0.73 2.64 4.32
O 2.17 1.00 -0.22
N 3.32 0.33 0.07
C 4.41 1.12 0.28
C 5.60 0.53 0.57
C 5.66 -0.87 0.64
C 4.54 -1.63 0.43
C 3.31 -1.01 0.13
S 1.87 -1.86 -0.23
H 4.23 2.18 0.20
H 6.47 1.15 0.75
H 6.60 -1.36 0.88
H 4.56 -2.71 0.48
C 1.43 0.40 -3.79
S -0.17 -0.20 -3.33
C -0.23 -1.69 -4.27
O -0.03 -0.80 -1.90
H 2.16 -0.40 -3.64
H 1.64 1.27 -3.17
H 1.37 0.70 -4.83
H -1.13 -2.22 -3.97
H 0.67 -2.28 -4.07
H -0.30 -1.40 -5.32
C -5.18 -2.90 1.05
C -3.87 -2.20 0.81
C -2.71 -2.55 1.49
C -1.54 -1.87 1.26
N -1.47 -0.86 0.38
C -2.58 -0.51 -0.30
C -3.78 -1.15 -0.11
H -5.03 -3.88 1.49
H -5.75 -3.00 0.13
H -5.78 -2.31 1.75
H -2.72 -3.36 2.21
H -0.63 -2.13 1.78
H -2.49 0.29 -1.01
H -4.64 -0.83 -0.68

The calculation puts the calculated total energy at -61304.27015 eV. The calculation puts the LUMO energy (alpha / beta) at -7.389 / -7.466 eV. As for the total charge: +2. Its highest occupied orbital energy (alpha / beta) is -14.30 / -14.48 eV. As for the spin multiplicity: 2.

Löwdin population analysis, charges in e, atoms 1 to 8: 1.7174, 0.2016, -0.4717, -0.2761, -0.1419, 0.0772, 0.0375, 0.0768